Entry 1:
The following is a DFT calculation (wB97M-V/def2-TZVPD) of a molecular structure, C4H9N at a distorted geometry.

```
14
Properties=species:S:1:pos:R:3:forces:R:3
C -2.002654 0.025011 0.171348 2.0004 0.7956 0.2335
N 0.801578 -1.139459 0.868082 0.0560 2.2748 2.0768
C 0.525535 -0.050971 -0.044896 -0.9690 -1.2666 -4.3539
C -0.748199 0.163392 -0.672995 0.9033 -1.5168 -0.4598
C 1.863707 0.526166 -0.497261 -1.2607 0.2539 -0.9400
H -2.468868 -0.959626 0.219985 -0.0608 0.0821 0.1859
H -2.711443 0.861512 0.077431 0.1277 -0.5249 -0.3596
H -1.333451 0.323007 0.974753 -1.7831 -0.3688 2.0890
H -0.038302 -1.556769 1.241944 -0.7095 -0.4439 -0.3939
H 0.457205 0.058055 1.142225 0.6630 -0.8683 2.3518
H -0.818860 -0.306403 -1.663138 0.4951 1.6793 -0.6510
H 2.537148 0.596199 0.347461 0.1239 -0.1120 0.0921
H 2.319827 -0.064934 -1.301779 -0.0684 0.0647 0.2613
H 1.616783 1.524825 -0.863162 0.4821 -0.0491 -0.1322
```
Forces are in eV/Å.

Energy above the lowest of the compared OMol25 structures with the same formula, charge and spin ... 132.1 kcal per mole
LUMO level ... -0.29 eV
E_HOMO ... -0.2687 hartree
Molecular weight ... 71.1 Da

Atomic partial charges in e from the Löwdin method, atoms 1 to 6: number 1, C, carries -0.125; number 2, N, carries 0.111; number 3, C, carries -0.492; number 4, C, carries -0.164; number 5, C, carries -0.048; number 6, H, carries 0.070

---

Entry 2:
The following is a DFT calculation (wB97M-V/def2-TZVPD) of C4H9N in the gas phase at a distorted geometry.

```
14
Properties=species:S:1:pos:R:3:forces:R:3
C -0.065521 0.122358 -1.585464 0.3232 -2.6256 0.7525
C -0.192156 0.045606 -0.030051 -0.0907 0.0763 -2.9313
C 0.939519 0.529198 0.806851 -1.7202 0.6169 3.2211
C 0.539009 -0.913997 0.771178 0.4858 -2.4185 0.8957
H -0.831569 -0.626048 -2.022829 1.0664 1.5481 0.5914
H -0.196531 1.136476 -1.923949 -0.1998 0.2320 -0.2962
H 0.928205 -0.277432 -1.873164 -0.3469 0.5234 -0.0935
H -1.587048 1.312076 0.470906 -0.9089 -2.8000 0.0761
H -1.808764 -0.395699 1.112816 0.2722 2.2323 -1.7229
H 1.796318 0.811428 0.314691 1.9120 0.3868 -1.0892
H 0.813893 1.084344 1.791017 -0.2478 -0.6392 -1.4673
H -0.012416 -1.463783 1.592833 0.6944 1.2044 -0.7057
H 1.235884 -1.600644 0.315491 0.0850 -0.0572 -0.3090
N -1.558824 0.236115 0.259674 -1.3245 1.7203 3.0785
```
Forces are in eV/Å.

Energy above the lowest of the compared OMol25 structures with the same formula, charge and spin ... 34.3 kcal per mole
LUMO level ... 1.16 eV
Structure (SMILES) ... CC1(N)CC1
E_HOMO ... -0.3335 hartree
Molecular weight ... 71.1 Da

Atomic partial charges in e from the Löwdin method, atoms 1 to 6: number 1, C, carries -0.034; number 2, C, carries -0.668; number 3, C, carries -0.089; number 4, C, carries -0.125; number 5, H, carries 0.103; number 6, H, carries 0.060

---

Entry 3:
The following is a DFT calculation (wB97M-V/def2-TZVPD) of C4H9N in the gas phase at a distorted geometry.

```
14
Properties=species:S:1:pos:R:3:forces:R:3
C 1.617053 -0.703333 0.573658 -0.2599 -0.0093 0.1533
C 0.093981 -0.515094 0.765956 0.4038 -0.3888 -0.8904
C -0.532135 0.303014 -0.324101 -1.4619 0.1208 0.5936
C -1.396600 -0.233014 -1.191870 0.2905 0.3752 -0.6395
N -0.305608 1.697599 -0.257311 0.1793 0.3420 -0.0941
H 1.940859 -0.432745 -0.419657 -0.1099 0.2357 -0.4107
H 1.843754 -1.765062 0.661340 0.2592 0.0885 0.3596
H 2.205746 -0.105509 1.258431 0.1446 -0.0782 0.2363
H -0.178504 -0.144957 1.749268 0.1114 0.1377 0.1979
H -0.324583 -1.506627 0.647197 -0.3644 -0.1409 0.2648
H -1.736805 -1.255889 -1.192751 0.4647 -0.2295 0.1005
H -1.774676 0.369072 -2.014595 -0.2022 0.0883 0.2246
H -0.570308 2.069303 0.649192 0.4133 -0.2527 0.1773
H -0.882174 2.223242 -0.904756 0.1316 -0.2888 -0.2731
```
Forces are in eV/Å.

Energy above the lowest of the compared OMol25 structures with the same formula, charge and spin ... 10.9 kcal per mole
LUMO level ... 1.08 eV
Structure (SMILES) ... C=C(N)CC
E_HOMO ... -0.3085 hartree
Molecular weight ... 71.1 Da

Atomic partial charges in e from the Löwdin method, atoms 1 to 6: number 1, C, carries -0.091; number 2, C, carries -0.210; number 3, C, carries -0.448; number 4, C, carries 0.027; number 5, N, carries 0.066; number 6, H, carries 0.067

---

Entry 4:
The following is a DFT calculation (wB97M-V/def2-TZVPD) of C4H9N in the gas phase at a distorted geometry.

```
14
Properties=species:S:1:pos:R:3:forces:R:3
C -1.367063 0.345988 -1.873024 -1.1338 1.6663 -0.5306
C -1.036867 -0.119054 -0.467608 1.3701 0.1566 -0.5264
C -0.010049 0.346486 0.258724 0.6578 0.5827 -1.2235
C 0.563745 -0.138950 1.572303 0.9166 0.3484 0.4734
H -0.903243 1.348339 -2.027164 0.0693 -0.7460 -0.0281
H -1.081920 -0.297540 -2.761576 -0.3400 0.3926 1.3526
H -2.482122 0.634711 -1.964325 1.5005 -0.9113 0.1094
H -1.549216 -0.976996 -0.129785 -0.8892 -0.7759 0.6189
H 0.642476 1.071476 -0.293142 -0.6018 -0.2049 0.7658
H 0.569334 0.653720 2.393435 -0.1380 -0.9045 -1.2032
H -0.021520 -0.986858 1.938292 0.0027 0.1377 0.0756
H 2.667316 0.081548 1.166696 -0.7148 -0.1411 0.2408
H 2.020041 -1.326265 0.735546 -0.0011 -0.6731 -0.5948
N 1.989086 -0.636605 1.451628 -0.6983 1.0725 0.4700
```
Forces are in eV/Å.

Energy above the lowest of the compared OMol25 structures with the same formula, charge and spin ... 20.1 kcal per mole
LUMO level ... 1.19 eV
Structure (SMILES) ... C/C=C/CN
E_HOMO ... -0.3342 hartree
Molecular weight ... 71.1 Da

Atomic partial charges in e from the Löwdin method, atoms 1 to 6: number 1, C, carries -0.129; number 2, C, carries -0.183; number 3, C, carries -0.143; number 4, C, carries -0.267; number 5, H, carries 0.065; number 6, H, carries 0.083

---

Entry 5:
The following is a DFT calculation (wB97M-V/def2-TZVPD) of a gas-phase ion, C4H9N2 (charge +1) at a distorted geometry.

```
15
Properties=species:S:1:pos:R:3:forces:R:3
C -2.623600 -1.075541 0.335572 3.7701 -1.2952 -0.4708
C -0.431449 -0.638367 -0.270314 0.3407 1.2276 0.7730
C 0.416067 0.580613 -0.052382 2.7000 1.6267 0.9556
C 2.080175 0.309685 -0.134674 -3.0867 -0.2345 0.7183
N -1.737654 -0.199037 0.123956 -0.8385 -0.4279 -0.9534
N -0.161500 1.768617 0.257266 1.5335 -4.9082 -0.9703
H -3.531226 -0.662319 0.523741 -3.0322 0.1742 0.8256
H -2.269017 -2.144496 0.331092 -1.3199 0.7400 -0.0071
H -0.277529 -0.900143 -1.323648 -0.5088 0.0990 -0.1821
H -0.074343 -1.519980 0.285193 0.2213 0.3795 0.0854
H 2.287772 0.167369 -1.211107 0.0363 0.0751 0.5275
H 2.265169 -0.738559 0.430789 -0.2376 2.8738 -1.0969
H 2.548554 1.256105 0.239506 0.0405 -1.3569 -0.1075
H -1.167941 1.672189 0.427427 -0.0364 0.2821 -0.2136
H 0.383830 2.569289 0.471677 0.4177 0.7447 0.1163
```
Forces are in eV/Å.

Energy above the lowest of the compared OMol25 structures with the same formula, charge and spin ... 55.9 kcal per mole
LUMO level ... -4.59 eV
Structure (SMILES) ... C=NCC(C)=[NH2+]
E_HOMO ... -0.5436 hartree
Charge ... +1
Molecular weight ... 85.1 Da

Atomic partial charges in e from the Löwdin method, atoms 1 to 6: number 1, C, carries 0.055; number 2, C, carries -0.187; number 3, C, carries -0.123; number 4, C, carries 0.031; number 5, N, carries -0.062; number 6, N, carries 0.240

---

Entry 6:
The following is a DFT calculation (wB97M-V/def2-TZVPD) of a molecular structure, C4H9N2 at a distorted geometry.

```
15
Properties=species:S:1:pos:R:3:forces:R:3
C -0.977182 -0.031674 -0.167475 2.2748 0.1892 0.3139
C 0.917471 -0.228343 -0.516015 3.3216 0.0829 -4.0108
C -2.332999 -0.001568 0.299472 0.1266 2.8636 -1.0490
C 2.027527 0.141755 0.379170 0.5648 2.4677 1.6849
N -0.015622 0.832363 -0.614326 -2.9128 -3.4595 0.9088
N -0.114752 -1.054118 -0.019305 -0.2544 1.2899 -1.8566
H 1.439315 -0.626007 -2.240083 -1.1372 0.7122 3.9405
H -2.493178 1.068223 0.555719 -0.5772 -0.7297 -0.0748
H -2.304870 -0.581827 1.161815 -0.7103 -1.1826 1.4937
H -2.994932 -0.329705 -0.484245 -0.5476 -0.2170 -0.0328
H 1.504451 0.301007 1.399730 1.0196 -0.1552 -1.2945
H 2.541514 1.171863 0.118218 -1.2132 -2.1444 0.1978
H 2.811093 -0.570554 0.503785 0.3881 -0.6726 -0.0371
H 0.017103 1.725559 -0.953552 -0.0627 2.4770 -1.1723
H -0.024944 -1.816972 0.577092 -0.2800 -1.5215 0.9882
```
Forces are in eV/Å.

Energy above the lowest of the compared OMol25 structures with the same formula, charge and spin ... 109.2 kcal per mole
LUMO level ... -4.77 eV
E_HOMO ... -0.5377 hartree
Charge ... +1
Molecular weight ... 85.1 Da

Atomic partial charges in e from the Löwdin method, atoms 1 to 6: number 1, C, carries -0.237; number 2, C, carries -0.394; number 3, C, carries 0.062; number 4, C, carries -0.053; number 5, N, carries 0.182; number 6, N, carries 0.179

---

Entry 7:
The following is a DFT calculation (wB97M-V/def2-TZVPD) of 2 unconnected molecules or ions with the total composition C4H9N2 at a distorted geometry.

```
15
Properties=species:S:1:pos:R:3:forces:R:3
C 1.126663 0.430868 0.155866 2.8073 -0.5944 -0.8606
C 2.617798 0.569121 0.385495 0.1227 1.7804 0.7842
C 2.035317 -0.696970 -0.224159 -0.2482 1.5074 -1.5680
C -1.326654 -0.504297 -0.284559 2.2676 2.1279 -2.1770
N -0.001551 0.913767 0.190341 -2.2989 -2.6103 -0.2910
N -2.321188 0.517760 -0.028388 -3.1440 -1.3124 2.3329
H 3.242280 1.287578 -0.219267 -1.0044 -1.0397 0.2773
H 2.908369 0.722160 1.460468 -0.4217 -0.8287 -1.0163
H 1.890756 -1.601386 0.298991 0.3092 -0.9584 0.5597
H 2.213608 -0.750483 -1.347068 -0.3394 -0.1756 1.6012
H -1.234280 -0.603155 -1.409937 0.1366 -0.4341 1.6173
H -1.362641 -1.362565 0.342442 0.1484 -0.5248 0.3134
H -3.324710 0.482439 -0.370224 1.4223 -0.5308 -0.0284
H -1.793333 1.217396 -0.505797 -0.2928 2.3029 0.6716
H -2.420980 0.520773 1.052325 0.5352 1.2905 -2.2162
```
Forces are in eV/Å.

Energy above the lowest of the compared OMol25 structures with the same formula, charge and spin ... 122.3 kcal per mole
LUMO level ... -3.88 eV
E_HOMO ... -0.4839 hartree
Charge ... +1
Molecular weight ... 85.1 Da

Atomic partial charges in e from the Löwdin method, atoms 1 to 6: number 1, C, carries -0.363; number 2, C, carries -0.047; number 3, C, carries -0.056; number 4, C, carries -0.030; number 5, N, carries 0.181; number 6, N, carries 0.068

---

Entry 8:
The following is a DFT calculation (wB97M-V/def2-TZVPD) of a gas-phase ion, C4H9N2 (charge +1) at a distorted geometry.

```
15
Properties=species:S:1:pos:R:3:forces:R:3
C 0.149851 0.356531 0.475344 -1.1427 2.9076 -0.7819
C 0.134673 1.807872 0.359875 0.2349 -5.0855 0.6932
C 1.076576 -1.863786 -0.410009 0.5699 4.1458 0.3870
C 0.198839 -2.492691 -1.405178 -2.5168 -1.0223 -1.4911
N 1.000474 -0.609259 0.033570 -0.7117 -1.6044 0.5574
N -0.947391 2.459759 1.189020 0.7028 2.5954 -1.8676
H -0.789203 0.121444 1.060973 1.2311 -0.8920 -0.4498
H 0.911732 2.429086 -0.038751 -0.1151 0.3355 -0.0893
H 2.063716 -2.285009 -0.214966 -0.2851 -0.3485 0.1930
H -0.286594 -3.544660 -1.068521 1.5936 2.3025 -0.8431
H 0.716108 -2.552075 -2.450678 -0.5676 -0.3782 2.0613
H -0.682225 -1.811187 -1.621881 0.9004 -0.7761 0.4441
H -1.852537 2.581247 0.621752 1.6045 0.1616 1.0524
H -0.504445 3.438453 1.433009 -1.6658 -2.1858 -0.2817
H -1.189575 1.964276 2.036444 0.1675 -0.1556 0.4162
```
Forces are in eV/Å.

Energy above the lowest of the compared OMol25 structures with the same formula, charge and spin ... 86.5 kcal per mole
LUMO level ... -3.86 eV
Structure (SMILES) ... C/C=N\C=C\[NH3+]
E_HOMO ... -0.4594 hartree
Charge ... +1
Molecular weight ... 85.1 Da

Atomic partial charges in e from the Löwdin method, atoms 1 to 6: number 1, C, carries -0.125; number 2, C, carries -0.092; number 3, C, carries -0.127; number 4, C, carries -0.084; number 5, N, carries 0.069; number 6, N, carries 0.114

---

Entry 9:
The following is a DFT calculation (wB97M-V/def2-TZVPD) of a gas-phase ion, C4H9N2 (charge +1) at a distorted geometry.

```
15
Properties=species:S:1:pos:R:3:forces:R:3
C -0.564062 -0.813299 -1.230502 -0.6758 -1.6228 0.3552
C 0.377038 -0.851306 -0.113838 0.2401 2.3688 1.5414
C 0.672719 0.667929 0.321439 1.6061 -1.6335 -0.0804
C -0.580967 0.035202 0.660252 -1.2913 -0.5158 2.1217
N 1.742069 0.786140 1.212547 1.3360 0.5297 1.5562
N -1.502814 0.123599 -0.472469 -1.5941 -1.0840 -1.6384
H -0.084671 -0.449427 -2.050678 0.5057 1.7128 -2.7448
H -1.001928 -1.735927 -1.520105 -0.8801 -0.7488 0.0724
H 1.065780 -1.577781 0.253290 0.0548 -0.4792 -0.0389
H 0.719099 1.501091 -0.353892 -0.4400 0.0726 -0.7392
H -1.202218 -0.111492 1.522968 0.8033 0.1605 1.1279
H 2.368720 1.601745 1.023412 -0.8140 -1.6432 0.7143
H 2.010096 0.054805 1.932433 -0.5365 1.6476 -1.6154
H -1.519165 1.033959 -0.922926 -0.6090 0.2777 0.1051
H -2.499697 -0.265236 -0.261932 2.2948 0.9577 -0.7371
```
Forces are in eV/Å.

Energy above the lowest of the compared OMol25 structures with the same formula, charge and spin ... 85.6 kcal per mole
LUMO level ... -3.54 eV
Structure (SMILES) ... N[C@H]1[C@@H]2C[NH2+][C@H]12
E_HOMO ... -0.4630 hartree
Charge ... +1
Molecular weight ... 85.1 Da

Atomic partial charges in e from the Löwdin method, atoms 1 to 6: number 1, C, carries -0.057; number 2, C, carries -0.069; number 3, C, carries -0.270; number 4, C, carries -0.181; number 5, N, carries 0.046; number 6, N, carries 0.143

---

Entry 10:
The following is a DFT calculation (wB97M-V/def2-TZVPD) of 2 unconnected molecules or ions with the total composition C4H9N2 at a distorted geometry.

```
15
Properties=species:S:1:pos:R:3:forces:R:3
C -0.114912 -1.676579 0.053453 0.4216 5.1666 1.4371
C -0.482257 2.537482 -0.225922 -1.0928 -1.1490 0.4832
C -0.968840 -2.547269 0.293151 0.3414 -2.2249 0.1009
C 1.693905 1.968545 -0.259040 2.9186 0.9968 -2.3893
N -1.600187 -3.600214 0.584494 -0.3645 1.6044 -0.9555
N 0.401909 1.690122 0.028523 -3.2402 -2.1909 0.1439
H 0.750988 -1.546663 -0.566301 0.1435 -0.7808 -0.5372
H -0.268059 -0.582419 0.567148 0.1617 -2.0678 -0.9432
H -1.491011 2.137048 -0.234468 -0.3188 0.6654 0.2875
H -0.279648 3.558106 -0.439595 0.1822 1.0053 -0.4874
H 2.366600 1.396781 0.335696 0.6993 -0.5300 0.3412
H 1.841050 1.675730 -1.398363 0.1741 0.7995 2.2545
H 1.881152 3.029933 -0.059679 0.5679 0.1023 -0.5503
H -1.320358 -4.245013 1.270016 0.5597 -0.8746 1.2503
H -2.410333 -3.795590 0.050888 -1.1537 -0.5223 -0.4355
```
Forces are in eV/Å.

Energy above the lowest of the compared OMol25 structures with the same formula, charge and spin ... 103.4 kcal per mole
LUMO level ... -4.85 eV
E_HOMO ... -0.4714 hartree
Charge ... +1
Molecular weight ... 85.1 Da

Atomic partial charges in e from the Löwdin method, atoms 1 to 6: number 1, C, carries 0.139; number 2, C, carries -0.028; number 3, C, carries -0.059; number 4, C, carries -0.183; number 5, N, carries 0.266; number 6, N, carries -0.149

---

Computed frontier orbital gap (eV) in order:
7.02; 10.23; 9.47; 10.29; 10.20; 9.86; 9.29; 8.64; 9.06; 7.98